This record from the Open Molecules 2025 dataset describes C4H5NO2 in the gas phase in a non-equilibrium geometry. The level of theory is ωB97M-V/def2-TZVPD.

Atoms and positions in Å:
C1 0.21594 1.72014 0.03145
C2 -0.15277 0.47585 -0.03603
C3 -1.59861 0.15341 0.12950
O1 -2.04178 -0.92466 -0.25978
C4 1.02422 -0.47334 -0.06265
N1 0.68715 -1.80480 0.23846
O2 2.13984 -0.00263 -0.15557
H1 1.32796 1.81788 -0.02456
H2 -0.42738 2.53529 -0.13054
H3 -2.20525 1.14168 0.50252
H4 1.29931 -2.67394 -0.12870
H5 -0.26862 -1.96490 -0.10410

Frontier orbital gap ... 9.980 eV
E_HOMO ... -10.253 eV
SMILES ... C=C(C=O)C(N)=O
Relative energy (zero: lowest compared OMol25 entry of this formula, charge and spin) ... 156.2 kJ/mol
Largest force on an atom ... 3.69 eV/Å